Computed, not measured: a structure of composition C30H42GeN2OPtSb, with wB97M-V/def2-TZVPD.

CARTESIAN COORDINATES (ANGSTROEM)
Pt (0.451, 1.042, 0.347)
C (2.098, 3.275, -1.475)
C (0.795, 3.060, -2.192)
O (0.243, 1.746, -1.815)
H (2.520, 4.236, -1.771)
H (2.826, 2.498, -1.716)
H (1.954, 3.317, -0.391)
H (0.927, 3.052, -3.273)
H (0.065, 3.826, -1.933)
H (-0.676, 1.689, -2.116)
C (3.984, 2.281, 1.547)
Ge (3.200, 0.573, 1.998)
C (3.878, -0.904, 0.951)
C (3.164, 0.198, 3.911)
C (0.998, 0.777, 2.132)
H (4.994, 2.272, 1.964)
H (3.452, 3.119, 1.998)
H (4.071, 2.431, 0.474)
H (4.860, -1.138, 1.371)
H (4.025, -0.618, -0.090)
H (3.268, -1.804, 1.019)
H (4.220, 0.142, 4.191)
H (2.693, -0.757, 4.133)
H (2.699, 0.994, 4.488)
H (0.933, 1.787, 2.573)
H (0.677, 0.025, 2.845)
N (-1.526, 1.268, 0.255)
C (-2.528, 1.520, 0.817)
N (-3.657, 1.754, 1.346)
C (-4.249, 3.133, 1.372)
C (-4.590, 3.506, 2.803)
C (-5.476, 2.446, 3.454)
C (-4.807, 1.073, 3.411)
C (-4.471, 0.673, 1.985)
H (-5.141, 3.087, 0.746)
H (-3.534, 3.813, 0.913)
H (-5.091, 4.475, 2.786)
H (-3.668, 3.635, 3.377)
H (-6.439, 2.402, 2.938)
H (-5.688, 2.722, 4.485)
H (-5.460, 0.308, 3.831)
H (-3.892, 1.079, 4.011)
H (-5.372, 0.575, 1.377)
H (-3.904, -0.255, 1.925)
C (0.324, -5.150, 1.581)
C (0.456, -5.203, 0.200)
C (0.556, -4.028, -0.534)
C (0.529, -2.806, 0.141)
C (0.387, -2.746, 1.521)
C (0.284, -3.928, 2.240)
Sb (0.625, -1.152, -1.126)
C (-1.126, -1.082, -2.240)
C (-1.107, -0.692, -3.579)
C (-2.277, -0.771, -4.320)
C (-3.445, -1.237, -3.728)
C (-3.453, -1.639, -2.394)
C (-2.293, -1.563, -1.643)
C (2.324, -1.146, -2.314)
C (3.200, -2.223, -2.157)
C (4.273, -2.347, -3.025)
C (4.473, -1.401, -4.022)
C (3.599, -0.327, -4.168)
C (2.516, -0.192, -3.317)
H (0.247, -6.069, 2.147)
H (0.480, -6.156, -0.310)
H (0.650, -4.086, -1.613)
H (0.347, -1.799, 2.034)
H (0.170, -3.898, 3.316)
H (-0.195, -0.355, -4.057)
H (-2.273, -0.485, -5.363)
H (-4.352, -1.306, -4.314)
H (-4.361, -2.029, -1.953)
H (-2.292, -1.908, -0.614)
H (3.049, -2.965, -1.381)
H (4.952, -3.183, -2.922)
H (5.314, -1.501, -4.696)
H (3.760, 0.400, -4.953)
H (1.836, 0.641, -3.435)

## Properties
**Spin multiplicity**: 1
**Total charge**: +3
**HOMO (spin up / spin down)**: -17.340 / -17.340 eV
**Orbital gap (spin up / spin down)**: 6.32 / 6.32 eV
**Energy above the lowest of the compared OMol25 structures with the same formula, charge and spin**: 41.2 kcal per mole

---

Computed, not measured: a structure of composition C27H32AuBrN9O2, with wB97M-V/def2-TZVPD.

CARTESIAN COORDINATES (ANGSTROEM)
Au (-0.767, -0.576, -1.069)
C (-1.433, 2.590, 3.216)
N (-0.943, 1.681, 2.196)
C (-0.520, 2.284, 0.941)
C (-0.601, 0.385, 2.461)
N (0.030, -0.270, 1.556)
C (0.637, -1.525, 1.650)
C (0.655, -2.370, 2.764)
C (1.482, -3.484, 2.828)
C (2.334, -3.764, 1.775)
C (2.254, -3.004, 0.617)
C (1.341, -1.955, 0.490)
N (1.177, -1.245, -0.713)
C (1.635, -1.736, -1.877)
N (1.459, -3.030, -2.275)
C (0.355, -3.830, -1.780)
C (2.502, -3.776, -2.955)
N (2.299, -0.921, -2.701)
C (2.810, 0.372, -2.221)
C (2.216, -1.028, -4.158)
N (-1.013, -0.144, 3.711)
C (-0.072, -0.091, 4.806)
C (-2.417, -0.131, 4.058)
H (-0.964, 3.563, 3.074)
H (-1.176, 2.244, 4.212)
H (-2.517, 2.724, 3.156)
H (-0.958, 3.276, 0.863)
H (-0.857, 1.692, 0.094)
H (0.571, 2.348, 0.885)
H (0.013, -2.137, 3.598)
H (1.473, -4.110, 3.712)
H (3.046, -4.577, 1.838)
H (2.904, -3.235, -0.218)
H (-0.499, -3.190, -1.562)
H (0.612, -4.387, -0.875)
H (0.074, -4.537, -2.562)
H (3.346, -3.133, -3.183)
H (2.128, -4.216, -3.882)
H (2.849, -4.589, -2.307)
H (2.905, 0.302, -1.140)
H (1.092, 1.501, -2.080)
H (3.787, 0.508, -2.665)
H (1.582, -1.860, -4.445)
H (3.209, -1.133, -4.594)
H (1.777, -0.105, -4.542)
H (0.945, -0.148, 4.420)
H (-0.228, -0.946, 5.471)
H (-0.165, 0.822, 5.413)
H (-3.016, -0.163, 3.148)
H (-2.725, 0.742, 4.650)
H (-2.645, -1.024, 4.646)
Br (-2.252, 2.845, -2.276)
C (-3.297, 2.759, -0.699)
C (-3.535, 3.987, -0.085)
C (-4.269, 4.059, 1.084)
C (-4.795, 2.900, 1.639)
C (-4.563, 1.686, 1.019)
C (-3.803, 1.581, -0.149)
C (-3.561, 0.157, -0.650)
O (-4.229, -0.739, -0.160)
O (-2.653, 0.014, -1.559)
H (-3.125, 4.881, -0.536)
H (-4.424, 5.019, 1.563)
H (-5.381, 2.947, 2.548)
H (-4.969, 0.765, 1.414)
N (1.962, 1.484, -2.590)
C (2.054, 2.397, -3.587)
C (3.138, 2.441, -4.475)
C (3.130, 3.466, -5.473)
N (3.158, 4.278, -6.294)
C (4.269, 1.573, -4.566)
N (5.162, 0.836, -4.614)

## Properties
**Spin multiplicity**: 1
**Total charge**: -1
**HOMO**: -4.399 eV
**Orbital gap**: 6.61 eV
**Energy above the lowest of the compared OMol25 structures with the same formula, charge and spin**: 0.0 kcal per mole

---

Computed, not measured: the molecule C6H5ClN2S in a non-equilibrium geometry, with wB97M-V/def2-TZVPD.

CARTESIAN COORDINATES (ANGSTROEM)
C (1.192, -0.847, -1.212)
C (0.614, 0.308, -1.611)
C (-0.714, 0.757, -1.364)
C (-1.488, 0.542, -0.236)
N (-1.110, -0.191, 0.820)
C (-0.039, -0.093, 1.541)
C (0.909, 0.917, 1.625)
N (1.467, 1.914, 1.529)
S (0.085, -1.296, 2.834)
Cl (-1.342, -2.801, 2.421)
H (2.264, -1.062, -1.343)
H (0.669, -1.720, -0.988)
H (1.165, 1.190, -1.786)
H (-1.203, 1.419, -2.183)
H (-2.471, 0.961, -0.048)

## Properties
**Spin multiplicity**: 1
**Structure (SMILES)**: C=C/C=C\N=C(/C#N)SCl
**HOMO**: -8.585 eV
**Orbital gap**: 7.43 eV
**Energy above the lowest of the compared OMol25 structures with the same formula, charge and spin**: 29.5 kcal per mole

---

Computed, not measured: a structure of composition C30H47Cl2N2PPr in a non-equilibrium geometry, with wB97M-V/def2-TZVPD.

CARTESIAN COORDINATES (ANGSTROEM)
P (0.125, -0.903, -3.950)
C (1.695, -0.291, -4.821)
C (1.955, -0.813, -6.237)
C (3.331, -0.381, -6.746)
C (3.598, 1.122, -6.585)
C (3.224, 1.661, -5.197)
C (1.811, 1.238, -4.781)
C (-1.312, -0.034, -4.800)
C (-1.190, 0.034, -6.322)
C (-2.472, 0.584, -6.945)
C (-2.899, 1.926, -6.332)
C (-2.898, 1.920, -4.798)
C (-1.607, 1.345, -4.194)
C (-0.042, -2.603, -4.712)
C (1.144, -3.485, -4.290)
C (1.081, -4.819, -5.049)
C (-0.257, -5.542, -4.860)
C (-1.468, -4.639, -5.118)
C (-1.377, -3.287, -4.395)
H (2.465, -0.703, -4.142)
H (1.190, -0.428, -6.923)
H (1.887, -1.906, -6.287)
H (3.426, -0.666, -7.801)
H (4.094, -0.942, -6.191)
H (4.657, 1.324, -6.786)
H (3.017, 1.668, -7.343)
H (3.933, 1.274, -4.452)
H (3.303, 2.754, -5.188)
H (1.584, 1.625, -3.777)
H (1.086, 1.686, -5.477)
H (-2.160, -0.691, -4.546)
H (-3.274, -0.150, -6.791)
H (-0.977, -0.957, -6.751)
H (-0.351, 0.689, -6.592)
H (-2.329, 0.692, -8.027)
H (-3.901, 2.181, -6.698)
H (-2.221, 2.713, -6.690)
H (-3.063, 2.937, -4.422)
H (-3.740, 1.305, -4.449)
H (-1.709, 1.269, -3.101)
H (-0.771, 2.032, -4.391)
H (-0.005, -2.473, -5.810)
H (2.108, -2.991, -4.489)
H (1.105, -3.662, -3.203)
H (1.226, -4.613, -6.118)
H (1.912, -5.461, -4.732)
H (-0.310, -5.915, -3.831)
H (-0.302, -6.413, -5.524)
H (-2.392, -5.149, -4.820)
H (-1.548, -4.446, -6.195)
H (-2.227, -2.660, -4.701)
H (-1.483, -3.412, -3.309)
Pr (0.187, -0.754, -0.986)
Cl (-2.311, -1.390, -1.613)
Cl (2.799, -0.421, -1.209)
C (-0.480, 1.293, 0.101)
H (-0.894, 1.100, 1.112)
C (-0.479, 2.671, -0.172)
C (-1.151, 3.612, 0.691)
C (-1.212, 4.957, 0.368)
C (-0.622, 5.438, -0.820)
C (0.044, 4.547, -1.684)
C (0.157, 3.201, -1.364)
H (-1.627, 3.222, 1.592)
H (-1.713, 5.655, 1.041)
H (0.486, 4.921, -2.610)
H (0.727, 2.509, -1.993)
H (-0.704, 6.492, -1.079)
C (2.366, -1.694, 4.449)
C (1.262, -1.586, 3.477)
C (-0.114, -1.728, 3.673)
C (-0.716, -1.592, 2.407)
N (0.252, -1.391, 1.469)
N (1.445, -1.374, 2.162)
C (-2.170, -1.585, 2.132)
H (2.135, -1.100, 5.344)
H (2.486, -2.740, 4.772)
H (3.319, -1.345, 4.032)
H (-0.615, -1.884, 4.612)
H (2.311, -1.098, 1.692)
H (-2.602, -2.570, 2.367)
H (-2.674, -0.850, 2.782)
H (-2.401, -1.351, 1.081)

## Properties
**Spin multiplicity**: 3
**Total charge**: -1
**HOMO (spin up / spin down)**: -1.418 / -1.437 eV
**<S²>**: 2.012
**Orbital gap (spin up / spin down)**: 3.68 / 3.70 eV